{
  "formula": "C3H9N3O",
  "method": "ωB97M-V with the def2-TZVPD basis set",
  "species": ["H", "N", "C", "N", "H", "H", "N", "H", "O", "H", "C", "H", "H", "H", "C", "H"],
  "xyz": [[0.53263, -1.90375, 2.22086], [0.49858, 0.03083, 0.50413], [1.33330, -1.20392, 0.52557], [0.66586, -2.26833, 1.27603], [0.79853, 2.27774, -1.22449], [0.91431, 0.83379, 0.94488], [0.06602, 2.45094, -0.54745], [1.39256, -1.53246, -0.52781], [-1.02140, -0.88280, -0.81715], [-0.23816, 3.40723, -0.69504], [-1.05808, 1.55272, -0.70630], [-1.89311, 1.80561, -0.04242], [-1.50755, 1.35854, -1.68486], [2.33744, -1.01621, 0.93682], [-0.61062, 0.13293, -0.27440], [-0.28225, -2.24123, 0.90208]],
  "smiles": "NCNC(=O)CN",
  "homo_lumo_gap_ev": 10.161
}

{
  "formula": "C2H2N3P",
  "method": "ωB97M-V with the def2-TZVPD basis set",
  "species": ["N", "P", "N", "N", "C", "H", "H", "C"],
  "xyz": [[-2.48668, -1.28280, -0.10982], [1.21504, -1.00100, 0.17114], [-0.17817, 2.55640, 0.06419], [-0.21377, -0.26996, -0.42227], [-0.24268, 1.49420, -0.26468], [2.02077, -0.18094, -0.78108], [1.30866, -0.50850, 1.51567], [-1.42318, -0.80740, -0.17315]],
  "smiles": "N#CN(P)C#N",
  "homo_lumo_gap_ev": 9.274
}

{
  "formula": "C53H44Cl3MnN5O7S",
  "method": "ωB97M-V with the def2-TZVPD basis set",
  "species": ["Cl", "H", "C", "H", "C", "H", "H", "N", "C", "Cl", "C", "C", "H", "H", "C", "H", "C", "N", "C", "C", "H", "H", "H", "Mn", "N", "C", "C", "C", "O", "H", "C", "C", "C", "S", "N", "C", "C", "C", "H", "O", "C", "H", "C", "C", "C", "H", "H", "O", "C", "C", "Cl", "C", "C", "C", "C", "C", "H", "C", "C", "H", "C", "C", "H", "C", "C", "N", "H", "C", "C", "O", "C", "H", "H", "C", "C", "C", "H", "H", "C", "H", "C", "H", "C", "H", "H", "H", "H", "H", "H", "C", "O", "H", "H", "O", "H", "C", "C", "H", "H", "C", "C", "C", "H", "H", "H", "H", "O", "H", "H", "C", "C", "C", "H", "H"],
  "xyz": [[-5.95740, -0.13253, 0.80815], [6.64166, 2.50319, -0.33845], [5.37298, 0.57902, 2.78829], [-4.85085, -3.56845, 4.79659], [-1.50227, -2.22176, -0.46250], [4.90084, -3.15160, -4.00511], [-3.27458, 5.95029, -6.05108], [2.63753, -0.34211, 0.19235], [-3.23566, 5.68391, -3.91904], [-5.33539, 3.65300, 4.55444], [-2.71591, 1.91669, 2.01873], [-3.43081, -5.03737, 5.51791], [-4.76550, 0.54131, -1.35963], [-1.54630, -6.46576, 1.40824], [0.72456, -0.19502, 1.85428], [-0.31272, 4.28913, 3.75790], [-0.88505, -3.46416, -0.12322], [-1.70998, -1.84231, 2.56957], [-0.82869, -2.79738, 3.04388], [2.08984, -0.18533, 1.51226], [6.29979, 0.56099, 2.21831], [2.10859, -5.13071, -0.36797], [2.95104, -0.22501, -2.95634], [-1.15856, -0.25682, 0.87253], [-1.39958, 1.89139, 1.69426], [0.50781, 0.03564, 3.23533], [1.69548, 3.12108, -1.55908], [-3.31383, 5.24069, -5.23351], [1.50251, 2.93230, -2.95885], [2.63564, 2.67046, -1.23074], [0.86303, 0.53815, -2.79116], [-2.87423, -3.28626, 4.01166], [6.33498, 1.73316, -1.03534], [-3.24778, 2.31408, -1.68001], [3.27257, -0.12886, -2.00728], [0.69085, 0.62276, -5.60194], [-1.58551, -4.49650, 0.54996], [1.06538, 1.73942, -4.87889], [-3.14845, 6.74343, -3.71015], [-3.71253, 3.19135, -0.57630], [-2.11325, -5.48477, 5.47494], [-0.13400, -5.16771, 4.64856], [0.46997, -3.74486, -0.43915], [-3.46030, 2.96792, -4.44761], [0.39534, -0.55435, -4.92796], [-5.52631, 1.86857, -2.29359], [0.87777, 2.72088, -0.96866], [0.35364, -2.90670, 2.79370], [0.51675, -0.58912, -3.54936], [-4.89921, 0.99978, 1.58500], [1.09933, -7.45660, 0.95394], [1.12308, 1.73307, -3.48365], [5.52329, -0.21210, -2.82405], [-3.26059, 4.77076, -2.87630], [1.07142, -4.94311, -0.11489], [-3.82710, -3.92413, 4.77746], [-3.53714, 1.91163, -4.67000], [0.34041, -5.91905, 0.55255], [-3.24561, 2.77384, 3.01529], [1.74877, 4.20094, -1.42094], [-5.42824, 1.81271, 2.58803], [-4.62570, 2.67702, 3.28110], [-4.15357, -5.56113, 6.13360], [-3.37086, 3.41138, -3.13452], [-2.34283, 3.63395, 3.66674], [1.04716, 0.37240, -1.39793], [5.56246, 0.16387, 3.78273], [-0.59773, 2.73839, 2.29448], [-0.98614, -5.69758, 0.88706], [4.43939, -0.18639, 2.06604], [-4.63267, 1.25910, -2.16258], [-3.50896, 3.53316, -6.51455], [7.50789, -0.15985, -3.58270], [-1.02569, 3.62209, 3.28998], [5.02418, 1.28426, -1.01259], [-2.93849, -2.07026, 3.11935], [-0.51721, 0.07404, 3.59308], [8.26422, 1.58169, -1.97810], [1.49055, 0.16935, 4.18895], [3.61713, -0.56238, 0.23480], [-3.43658, 3.88260, -5.49133], [4.31180, 1.71569, -0.32279], [2.82536, 0.08294, 3.82652], [0.10668, -1.44785, -5.46765], [1.22917, 0.31860, 5.23292], [3.64634, -2.40153, -2.99947], [-2.59124, -2.24174, -0.40071], [0.35836, -1.51978, -3.01589], [1.05593, -2.96525, -0.91881], [3.11491, -0.08941, 2.49367], [-2.99424, 0.26247, 0.35609], [5.03299, 1.61497, 2.89941], [-6.48166, 1.74801, 2.82171], [5.16329, -1.15812, -3.75548], [0.64544, 0.66933, -6.68369], [-1.16219, -4.82815, 4.69600], [2.23306, -0.00288, -1.04936], [5.26452, -2.67844, -2.32965], [3.60965, 0.14015, 4.57161], [6.82656, 0.25199, -2.84893], [4.59421, 0.30333, -1.90945], [-1.56890, -3.72791, 3.97145], [-1.15315, -1.80242, -1.40565], [-2.62653, -4.33351, 0.81061], [1.34192, 2.66143, -5.37414], [0.44288, 2.70768, 1.98798], [-3.95234, -1.40721, 2.96022], [-4.36143, 0.73290, -3.07806], [-2.69299, 4.30340, 4.44085], [4.71042, -2.40902, -3.23185], [-3.54056, 0.99524, 1.26899], [7.24153, 1.22689, -1.95369], [-3.21175, 5.08749, -1.84081], [-1.82616, -6.35615, 6.05309]],
  "total_charge": -2,
  "homo_lumo_gap_ev": [4.017, 4.719],
  "multiplicity": 6,
  "s2": 8.76
}

{
  "formula": "C5H12O2",
  "method": "ωB97M-V with the def2-TZVPD basis set",
  "species": ["O", "H", "C", "C", "H", "C", "H", "H", "H", "H", "H", "C", "H", "C", "H", "O", "H", "H", "H"],
  "xyz": [[-4.77137, -0.08944, 0.04309], [2.42927, -0.72765, 0.59546], [1.00343, 0.27835, -0.66437], [-0.25184, -1.30274, 1.00404], [0.74256, 0.23201, -1.72526], [1.62382, 1.66086, -0.32471], [2.92252, -0.77364, -1.11204], [1.74924, 2.28644, -1.20663], [1.01981, 2.19639, 0.40710], [-5.19340, 0.60788, 0.55739], [2.57791, 1.50616, 0.17455], [-0.24179, -0.01782, 0.19932], [1.65044, -1.79716, -0.59541], [2.07362, -0.81397, -0.42618], [-1.16552, 0.20696, -0.32469], [-0.98183, -2.23783, 0.82324], [-0.21404, 0.71263, 1.00734], [0.53822, -1.27745, 1.77450], [-5.51106, -0.64997, -0.20673]],
  "smiles": "CC(C)CC=O.O",
  "homo_lumo_gap_ev": 10.414
}

{
  "formula": "C4H9NO2",
  "method": "ωB97M-V with the def2-TZVPD basis set",
  "species": ["C", "H", "O", "N", "O", "C", "C", "H", "H", "H", "C", "H", "H", "H", "H", "H"],
  "xyz": [[1.65870, -0.82668, 0.33738], [-0.07749, -0.61889, 1.56394], [-0.51358, 1.50514, 0.49233], [2.25295, 0.39667, 0.22786], [2.27721, -1.87555, 0.30330], [-1.97603, -0.09421, -0.64491], [0.14930, -0.77745, 0.50141], [-0.96916, 2.20342, 0.00324], [-1.95842, -1.03760, -1.20080], [3.25747, 0.42955, 0.31018], [-0.55396, 0.31603, -0.30076], [1.71163, 1.23027, 0.41296], [-2.47331, 0.65508, -1.27139], [0.00489, 0.49632, -1.23154], [-0.22931, -1.76430, 0.22746], [-2.56090, -0.23780, 0.26934]],
  "smiles": "C[C@@H](O)CC(N)=O",
  "homo_lumo_gap_ev": 10.323
}

{
  "formula": "C48H64BN12",
  "method": "ωB97M-V with the def2-TZVPD basis set",
  "species": ["H", "H", "C", "N", "C", "C", "H", "C", "H", "H", "H", "H", "H", "H", "N", "C", "C", "H", "N", "N", "H", "H", "H", "H", "N", "H", "C", "N", "H", "C", "H", "C", "H", "H", "H", "H", "H", "H", "H", "H", "C", "H", "H", "N", "H", "C", "C", "C", "C", "H", "C", "C", "H", "H", "C", "C", "C", "H", "H", "H", "H", "C", "C", "H", "H", "C", "N", "C", "C", "B", "H", "C", "H", "C", "H", "H", "C", "H", "N", "C", "C", "H", "H", "H", "H", "C", "C", "H", "C", "C", "H", "H", "H", "H", "H", "C", "N", "C", "H", "C", "C", "C", "C", "H", "H", "H", "H", "C", "H", "H", "C", "C", "N", "C", "C", "H", "H", "C", "C", "C", "H", "H", "N", "H", "C"],
  "xyz": [[0.74117, 1.00044, -0.28879], [6.00717, 2.80544, -2.41279], [-4.84183, -1.31456, 3.04021], [-3.31883, -4.29656, -1.83579], [5.73417, 1.70444, 2.28821], [4.14517, 1.30444, -2.57379], [1.47117, 3.50144, -2.16879], [0.88217, 6.23044, 2.16521], [4.70417, -0.09456, 3.43821], [-2.21383, 5.67544, -2.30979], [-5.69083, -0.76356, 2.86221], [-0.37983, 2.63744, 4.76321], [0.24517, -3.78256, -2.37179], [0.66417, -6.99256, 2.84521], [-3.67983, -1.17956, 2.30221], [4.73917, 0.57944, 2.52021], [2.21317, -3.51356, 4.75121], [1.25817, -0.81456, -0.87779], [1.86917, -4.79356, 0.62821], [-0.75083, 2.62144, -2.47979], [1.00117, 6.68744, 3.26521], [4.05517, 4.72144, -2.19479], [0.52617, 6.07344, -1.41779], [0.01917, 1.92844, -7.39279], [1.13117, 4.98844, 1.85921], [-3.43883, -0.44756, 1.70021], [-4.42183, -4.59556, 0.19421], [2.77717, 1.58144, -2.49979], [2.28817, -0.79256, -4.20579], [2.09317, -5.97456, 1.29321], [-1.70183, 3.30544, -0.62279], [-2.72483, -2.09656, 2.56921], [4.01717, 3.32044, 4.17621], [-5.80983, -6.26956, -0.76679], [0.31217, -3.42256, 0.21021], [2.52917, -4.49056, -0.01879], [-3.26183, -1.30356, -3.16079], [-2.87083, -4.00056, 4.03121], [-1.30883, -5.11656, 1.70921], [-0.51683, -0.78656, 0.21021], [-4.80283, -2.59456, 3.77221], [2.95917, -0.06856, 1.26721], [0.19417, 2.60244, -4.40479], [4.20217, 1.61244, 0.71521], [-0.12583, -1.13956, -3.94879], [-3.06283, 1.94444, 0.91021], [-0.26183, 3.08744, -3.72179], [-4.25483, 0.34244, -0.30279], [-5.30383, 1.33944, 0.18421], [-4.86283, 3.25944, 1.40621], [0.73017, 5.96144, -0.17879], [0.64817, -4.27456, 0.60221], [-2.76983, -3.95556, -2.71679], [-1.03383, -1.68456, -1.96079], [0.55317, 2.70144, 4.52021], [-1.39583, -4.14356, -3.92479], [-0.91583, 4.52744, -3.83379], [1.34517, 4.40444, 2.54021], [3.09717, 1.93344, 2.20621], [-2.17483, 2.36144, 1.35021], [-1.39383, -5.15056, -4.15779], [5.42717, 2.24844, 0.92621], [-0.64883, -3.45356, -2.83479], [6.60517, 1.73144, 3.04421], [-2.66883, -2.83656, -0.12079], [-3.29983, -3.80256, -0.53679], [-1.29583, -2.20756, -2.65479], [-3.38283, -3.14056, 3.49621], [2.51617, 2.97044, -2.22779], [0.19917, -0.19156, -0.69879], [-0.32383, 0.00144, -1.73479], [1.59417, 3.60444, 5.03921], [-1.84083, 0.32044, -5.76279], [-4.91983, -5.62856, -0.82779], [5.96617, 2.99144, 0.28721], [0.24117, -1.65556, 2.75621], [1.11117, 2.04744, 3.25221], [2.05617, 0.80444, -2.29379], [0.09317, -0.35656, -4.69279], [-2.43083, -2.00756, -3.36379], [2.86017, 3.21144, 4.05621], [0.66617, 1.45144, 2.47121], [-5.47483, -3.17756, 4.39021], [-1.68483, -1.99356, 2.16021], [4.57517, 0.25644, -2.94279], [-0.19683, -5.30256, 1.54821], [0.61817, 7.07644, 0.85021], [1.25117, 3.50844, 0.04021], [-4.46383, 2.36844, 0.95121], [3.85517, 0.52344, 1.38521], [-4.52483, -5.78556, -2.90179], [-0.54983, 5.11244, -4.80579], [3.06717, -6.50856, 1.40521], [3.82717, 1.58744, -0.26579], [-3.20083, -3.21056, -5.07679], [0.93717, -2.05256, 3.53421], [2.45617, 2.34444, 3.04921], [3.87317, 3.63044, -2.23579], [-6.34383, 1.17644, -0.12479], [0.25517, 1.12844, -6.49579], [1.54917, 0.87344, -5.94479], [-0.69483, 0.27244, -5.61979], [-4.21783, -5.27756, -2.07879], [2.58917, 1.19744, -6.23579], [-1.99983, 0.36244, -0.00879], [1.77817, -0.18156, 4.52221], [0.98817, -4.23256, 3.08121], [0.72517, -6.34356, 2.04921], [2.68217, -4.47656, 4.87221], [3.25617, -1.82856, 6.14621], [1.48317, -0.15756, -4.85479], [1.61417, -1.16356, 4.53521], [1.29317, -3.39556, 3.77921], [-2.48983, -3.19556, -4.31179], [2.46117, -2.05556, 5.39321], [0.26117, 8.16044, 0.92421], [-4.63183, -0.33156, -0.85479], [-1.60883, 4.80644, -2.54979], [1.08017, 4.68444, 0.52121], [4.96117, 2.62044, -2.42479], [-0.57883, 1.67044, -2.12279], [-4.42083, -4.61756, 1.40021], [-2.98283, 0.82544, 0.16021], [1.73317, 4.61844, 5.77521], [-1.49383, 3.49044, -1.74379]],
  "total_charge": -1,
  "homo_lumo_gap_ev": 7.125
}